1.
The following is a DFT calculation (wB97M-V/def2-TZVPD) of one molecule with the formula CH4N2O2 in a non-equilibrium geometry.

The SMILES is O/N=C/NO. The calculation puts the HOMO energy at -9.08 eV.

Each line ends with the natural charge from an NBO analysis.
Geometry (Å):
C1 -0.11 -0.26 0.33  0.17
H1 0.04 0.86 -2.37  0.48
H2 -0.31 -1.53 -1.21  0.37
H3 -0.58 -1.02 1.03  0.17
H4 -0.25 0.62 2.57  0.41
N1 -0.41 -0.52 -1.00  -0.33
N2 0.41 0.88 0.67  -0.17
O1 0.46 0.01 -2.05  -0.56
O2 0.75 0.96 2.02  -0.53

---

2.
The following is a DFT calculation (wB97M-V/def2-TZVPD) of one molecule with the formula C6H10N2O in a non-equilibrium geometry.

The SMILES is CC(=O)[C@H](C)C(N)=C=N. The calculation puts the HOMO energy at -7.66 eV.

Each line ends with the natural charge from an NBO analysis.
Geometry (Å):
C1 1.47 1.44 -0.95  -0.71
C2 0.21 -0.72 2.00  -0.60
C3 -0.49 -1.01 -1.14  0.30
C4 1.25 0.15 -0.19  0.59
C5 -1.02 -0.22 -0.17  0.03
N1 -2.15 0.56 -0.35  -0.81
C6 0.02 0.23 0.82  -0.34
N2 -0.39 -1.79 -2.08  -0.59
O1 2.14 -0.67 0.00  -0.56
H1 -2.61 0.86 0.50  0.39
H2 -2.77 0.25 -1.10  0.39
H3 -0.82 -2.71 -1.97  0.36
H4 -0.21 1.25 1.13  0.22
H5 1.90 2.18 -0.27  0.24
H6 0.52 1.83 -1.32  0.22
H7 2.17 1.27 -1.76  0.23
H8 0.50 -1.71 1.64  0.23
H9 1.00 -0.35 2.64  0.22
H10 -0.72 -0.82 2.57  0.20

---

3.
The following is a DFT calculation (wB97M-V/def2-TZVPD) of a 4-piece molecular cluster, CH4O4Si overall in a non-equilibrium geometry.

The calculation puts the HOMO energy at -11.08 eV.

Each line ends with the natural charge from an NBO analysis.
Geometry (Å):
C1 -1.75 0.47 0.01  1.01
O1 -2.59 0.32 -0.95  -0.22
O2 -2.82 -0.29 0.36  -0.24
O3 -0.87 1.11 0.44  -0.56
O4 -0.44 -1.40 -0.62  -1.18
Si1 0.79 -1.81 0.11  1.67
H1 2.83 3.07 -0.11  -0.01
H2 1.97 2.88 -0.24  0.01
H3 2.07 -2.09 -0.51  -0.24
H4 0.81 -2.25 1.51  -0.24

---

4.
The following is a DFT calculation (wB97M-V/def2-TZVPD) of one molecule with the formula C18H22ClNO4 in a non-equilibrium geometry.

The SMILES is CCCCN(CCCC)C1=C(Cl)C(=O)c2c(O)ccc(O)c2C1=O. The calculation puts the HOMO energy at -8.62 eV.

Each line ends with the natural charge from an NBO analysis.
Geometry (Å):
O1 0.44 2.33 -3.06  -0.56
O2 1.20 -2.06 -0.10  -0.55
Cl1 -0.26 3.04 -0.34  0.02
O3 -0.11 0.91 -5.19  -0.67
O4 1.01 -3.62 -2.33  -0.67
C1 0.41 1.27 -2.43  0.43
C2 1.00 -1.00 -0.79  0.52
C3 0.32 1.45 -1.04  -0.02
C4 0.46 0.32 -0.20  0.18
C5 0.28 -1.39 -5.03  -0.24
C6 0.45 -2.50 -4.24  -0.17
C7 0.17 -0.18 -4.44  0.37
C8 0.71 -2.39 -2.88  0.32
C9 0.43 -0.03 -3.03  -0.16
C10 0.65 -1.17 -2.26  -0.19
N1 0.08 0.38 1.15  -0.51
C11 -4.91 -0.25 0.47  -0.60
C12 4.10 1.26 3.10  -0.60
C13 -1.22 0.03 1.70  -0.20
C14 1.01 1.22 1.95  -0.19
C15 -3.65 -0.81 1.21  -0.39
C16 2.80 1.36 3.83  -0.40
C17 -2.47 0.06 0.75  -0.41
C18 1.78 0.51 3.03  -0.42
H1 -0.17 1.72 -4.55  0.52
H2 1.35 -3.55 -1.42  0.52
H3 0.08 -1.48 -6.06  0.23
H4 0.56 -3.48 -4.71  0.24
H5 -5.86 -0.66 0.76  0.21
H6 -4.92 0.89 0.59  0.20
H7 -4.88 -0.45 -0.62  0.20
H8 4.87 2.06 3.48  0.21
H9 4.01 1.36 2.01  0.20
H10 4.46 0.21 3.25  0.20
H11 -1.63 0.50 2.60  0.21
H12 -1.01 -1.01 2.15  0.18
H13 1.64 1.74 1.25  0.20
H14 0.46 2.04 2.41  0.19
H15 -3.59 -1.84 0.88  0.21
H16 -3.86 -0.76 2.36  0.19
H17 2.88 1.08 4.88  0.21
H18 2.46 2.41 3.85  0.19
H19 -2.19 -0.37 -0.24  0.20
H20 -2.69 1.10 0.71  0.21
H21 1.11 0.21 3.79  0.20
H22 2.25 -0.46 2.79  0.21

---

5.
The following is a DFT calculation (wB97M-V/def2-TZVPD) of a 5-piece molecular cluster, C41H82N3O18S6 overall in a non-equilibrium geometry.

The calculation puts the HOMO energy at -9.88 eV. As for the charge: +1.

Each line ends with the Löwdin charge.
Geometry (Å):
C1 2.46 -7.07 -0.86  -0.09
C2 2.37 -5.58 -1.31  -0.27
C3 2.27 -5.47 -2.86  -0.17
C4 2.39 -3.95 -3.26  -0.21
N1 1.28 -3.63 -4.18  -0.19
C5 0.15 -2.96 -3.54  -0.17
C6 0.10 -1.43 -3.62  -0.17
C7 1.17 -0.69 -2.77  -0.16
C8 0.59 0.05 -1.53  -0.08
C9 -0.26 -0.81 -0.62  -0.08
C10 -1.64 -0.68 -0.71  -0.18
O1 -2.19 0.18 -1.62  0.06
C11 -2.49 -1.47 0.11  0.08
C12 -4.03 -1.44 0.07  -0.36
O2 -4.67 -2.19 0.77  0.14
O3 -4.74 -0.57 -0.73  0.09
C13 -1.84 -2.33 1.01  -0.15
N2 -2.58 -3.16 1.90  0.11
C14 -0.47 -2.40 1.09  -0.10
C15 0.09 -3.34 2.14  -0.04
C16 -0.19 -2.91 3.62  -0.39
C17 -1.02 -3.96 4.41  -0.04
O4 -0.87 -1.67 3.71  -0.04
N3 0.29 -1.66 0.27  0.09
C18 1.76 -1.75 0.31  -0.09
C19 2.47 -0.63 1.12  -0.13
C20 1.93 -0.41 2.55  -0.17
C21 2.75 -1.12 3.64  -0.19
C22 4.22 -0.63 3.70  -0.16
C23 4.47 0.32 4.87  -0.17
O5 5.82 0.82 4.69  -0.04
C24 6.10 1.72 5.70  -0.50
C25 6.15 3.19 5.31  0.03
O6 6.30 1.38 6.84  0.11
C26 1.69 -3.05 -5.40  -1.08
S1 2.88 -1.95 -5.60  0.72
S2 0.83 -3.59 -6.89  0.88
C27 -0.97 -3.32 -6.59  -0.44
C28 -1.80 -3.17 -7.91  -0.28
C29 -0.99 -3.38 -9.20  -0.16
H1 1.51 -7.34 -0.39  0.07
H2 3.30 -7.17 -0.17  0.07
H3 2.63 -7.67 -1.76  0.07
H4 3.25 -4.99 -1.01  0.10
H5 1.49 -5.05 -0.92  0.09
H6 3.06 -6.04 -3.36  0.11
H7 1.27 -5.80 -3.16  0.11
H8 2.36 -3.40 -2.32  0.08
H9 3.37 -3.84 -3.72  0.09
H10 -0.78 -3.33 -4.00  0.10
H11 0.12 -3.28 -2.49  0.12
H12 0.12 -1.02 -4.64  0.10
H13 -0.87 -1.13 -3.20  0.10
H14 2.02 -1.33 -2.54  0.08
H15 1.58 0.09 -3.42  0.12
H16 1.44 0.50 -1.01  0.11
H17 0.01 0.90 -1.90  0.13
H18 -2.09 1.06 -1.22  0.14
H19 -4.81 -1.02 -1.59  0.12
H20 -3.23 -2.59 2.43  0.11
H21 -3.17 -3.76 1.32  0.11
H22 1.16 -3.56 2.05  0.11
H23 -0.43 -4.30 2.00  0.12
H24 0.78 -2.88 4.12  0.11
H25 -0.69 -3.92 5.46  0.09
H26 -0.88 -4.98 4.04  0.09
H27 -2.08 -3.69 4.43  0.07
H28 -1.45 -1.67 4.47  0.10
H29 2.16 -1.69 -0.71  0.10
H30 2.12 -2.70 0.69  0.12
H31 2.50 0.33 0.61  0.10
H32 3.52 -0.96 1.20  0.12
H33 2.01 0.66 2.75  0.12
H34 0.86 -0.63 2.58  0.09
H35 2.31 -0.94 4.63  0.12
H36 2.80 -2.20 3.41  0.10
H37 4.90 -1.48 3.81  0.12
H38 4.48 -0.08 2.79  0.11
H39 3.79 1.19 4.85  0.14
H40 4.46 -0.24 5.81  0.13
H41 5.42 3.73 5.92  0.09
H42 7.15 3.60 5.45  0.09
H43 5.88 3.34 4.26  0.07
H44 -1.05 -2.43 -5.96  0.05
H45 -1.36 -4.16 -6.02  0.07
H46 -2.32 -2.21 -7.91  0.09
H47 -2.57 -3.95 -7.87  0.10
H48 -0.59 -4.40 -9.24  0.07
H49 -0.21 -2.62 -9.30  0.06
H50 -1.65 -3.28 -10.07  0.08
O7 -3.65 0.46 -7.69  -0.27
S3 -3.05 1.20 -6.63  0.56
O8 -2.33 0.54 -5.59  -0.29
O9 -4.15 2.13 -5.95  -0.25
C30 -5.32 1.48 -5.44  -0.24
C31 -5.04 0.72 -4.15  -0.08
C32 -2.05 2.48 -7.32  -0.11
H51 -5.77 0.83 -6.19  0.12
H52 -6.04 2.27 -5.23  0.10
H53 -4.37 -0.12 -4.34  0.06
H54 -5.96 0.33 -3.73  0.07
H55 -4.55 1.37 -3.42  0.09
H56 -2.61 3.00 -8.08  0.08
H57 -1.17 2.00 -7.75  0.08
H58 -1.75 3.15 -6.52  0.08
O10 5.29 4.49 0.43  -0.28
S4 6.10 5.41 1.18  0.57
O11 5.88 5.60 2.58  -0.28
O12 6.10 6.82 0.45  -0.26
C33 4.83 7.45 0.18  -0.25
C34 4.20 8.03 1.44  -0.07
C35 7.80 5.03 0.93  -0.12
H59 4.16 6.75 -0.31  0.11
H60 5.03 8.26 -0.52  0.12
H61 3.93 7.24 2.14  0.07
H62 3.30 8.59 1.19  0.08
H63 4.90 8.69 1.95  0.09
H64 7.98 4.90 -0.14  0.08
H65 8.00 4.10 1.45  0.08
H66 8.40 5.83 1.34  0.08
O13 -8.40 1.43 -3.61  -0.29
S5 -9.18 2.60 -3.86  0.57
O14 -9.02 3.79 -3.09  -0.27
O15 -10.72 2.20 -3.88  -0.26
C36 -11.27 1.55 -2.72  -0.25
C37 -11.46 2.50 -1.55  -0.07
C38 -9.05 3.03 -5.57  -0.12
H67 -10.64 0.70 -2.43  0.11
H68 -12.23 1.15 -3.02  0.12
H69 -10.51 2.87 -1.18  0.07
H70 -11.97 2.00 -0.73  0.08
H71 -12.05 3.37 -1.86  0.09
H72 -9.20 2.14 -6.17  0.08
H73 -8.05 3.43 -5.72  0.06
H74 -9.79 3.80 -5.80  0.08
O16 1.56 0.82 11.58  -0.27
S6 1.68 1.95 10.70  0.57
O17 1.40 1.83 9.31  -0.29
O18 3.13 2.59 10.89  -0.26
C39 4.28 1.74 10.69  -0.24
C40 4.53 1.43 9.23  -0.09
C41 0.75 3.29 11.36  -0.12
H75 4.18 0.83 11.28  0.12
H76 5.13 2.29 11.10  0.12
H77 3.72 0.82 8.82  0.07
H78 5.46 0.87 9.11  0.07
H79 4.58 2.34 8.64  0.08
H80 0.99 3.41 12.41  0.08
H81 -0.30 3.05 11.23  0.08
H82 1.00 4.19 10.80  0.07

---

6.
The following is a DFT calculation (wB97M-V/def2-TZVPD) of C6H24Br2N12O6Y as an isolated structure in a non-equilibrium geometry.

The calculation puts the HOMO energy at -9.94 eV. As for the charge: +1.

Each line ends with the natural charge from an NBO analysis.
Geometry (Å):
Y1 -5.16 -25.90 -14.79  1.75
Br1 -6.28 -23.91 -13.05  -0.66
Br2 -6.77 -25.89 -17.19  -0.68
C1 -8.06 -27.72 -14.09  0.82
O1 -7.02 -27.07 -14.11  -0.71
N1 -8.51 -28.36 -12.97  -0.83
N2 -8.98 -27.65 -15.09  -0.82
H1 -7.98 -28.36 -12.12  0.41
H2 -9.38 -28.85 -12.94  0.39
H3 -8.87 -27.18 -15.97  0.45
H4 -9.77 -28.27 -14.98  0.38
C2 -4.80 -27.74 -11.70  0.81
O2 -4.87 -26.99 -12.66  -0.67
N3 -3.86 -28.72 -11.61  -0.84
N4 -5.71 -27.69 -10.69  -0.83
H5 -3.90 -29.34 -10.82  0.39
H6 -3.16 -28.84 -12.31  0.41
H7 -6.25 -26.84 -10.60  0.44
H8 -5.49 -28.28 -9.91  0.39
C3 -4.20 -23.22 -16.92  0.82
O3 -4.41 -23.93 -15.94  -0.70
N5 -4.46 -23.63 -18.19  -0.85
N6 -3.57 -22.01 -16.82  -0.83
H9 -4.37 -23.04 -19.00  0.40
H10 -5.02 -24.48 -18.24  0.45
H11 -3.20 -21.68 -15.95  0.41
H12 -3.68 -21.34 -17.56  0.40
C4 -2.23 -26.64 -17.03  0.81
O4 -3.17 -26.31 -16.32  -0.68
N7 -1.49 -27.77 -16.82  -0.83
N8 -1.96 -25.98 -18.18  -0.84
H13 -1.63 -28.25 -15.96  0.40
H14 -0.89 -28.04 -17.57  0.40
H15 -2.41 -25.07 -18.20  0.42
H16 -1.25 -26.19 -18.86  0.40
C5 -2.13 -24.82 -13.39  0.83
O5 -3.12 -25.38 -13.85  -0.70
N9 -1.52 -25.20 -12.24  -0.82
N10 -1.52 -23.81 -14.06  -0.81
H17 -0.86 -24.57 -11.84  0.40
H18 -1.90 -25.95 -11.68  0.41
H19 -0.63 -23.47 -13.75  0.39
H20 -1.95 -23.30 -14.80  0.42
C6 -4.72 -29.46 -15.41  0.81
O6 -4.79 -28.23 -15.33  -0.68
N11 -3.67 -30.19 -14.96  -0.83
N12 -5.70 -30.17 -16.02  -0.81
H21 -3.74 -31.18 -14.89  0.40
H22 -2.85 -29.73 -14.60  0.39
H23 -5.63 -31.17 -16.05  0.39
H24 -6.60 -29.72 -16.09  0.42

---

HOMO-LUMO gap / eV: 9.7; 8.2; 10.4; 6.6; 5.8; 7.6
LUMO level / eV: 0.6183; 0.5207; -0.7249; -2.0103; -4.1252; -2.3397